1.
DFT (the ωB97M-V functional and the def2-TZVPD basis) results for a 7-piece molecular cluster, C30H78N4O11 overall.

Output
net charge = 0
E_HOMO = -8.08 eV
spin multiplicity = 1
SMILES string = COCCNCCOC.COCCNCCOC.COCCNCCOC.COCCNCCOC.CCO.CCO.CCO
orbital gap = 0.3235 Eh
relative energy (zero: lowest compared OMol25 entry of this formula, charge and spin) = 1.9 kJ/mol
max |F| = 0.065 hartree/bohr

Geometry (Å):
C -3.139 0.921 -4.733
O -2.643 1.166 -3.407
C -3.593 1.496 -2.470
C -2.734 1.793 -1.192
N -2.044 0.560 -0.720
C -1.479 0.649 0.660
C -0.222 1.579 0.727
O -0.616 2.875 1.052
C 0.593 3.649 1.110
H -3.666 1.787 -5.104
H -3.810 0.087 -4.779
H -2.317 0.560 -5.370
H -4.273 0.676 -2.260
H -4.257 2.375 -2.649
H -3.296 2.278 -0.403
H -1.980 2.553 -1.493
H -2.661 -0.243 -0.799
H -1.190 -0.368 0.969
H -2.193 1.060 1.373
H 0.240 1.475 -0.304
H 0.529 1.255 1.496
H 1.303 3.364 1.840
H 0.221 4.663 1.331
H 1.158 3.563 0.161
C -4.535 -2.205 -1.776
O -4.296 -1.915 -0.405
C -5.479 -1.945 0.423
C -5.006 -1.958 1.831
N -4.377 -0.803 2.410
C -4.168 -0.948 3.844
C -3.343 0.168 4.354
O -1.992 0.014 3.867
C -1.134 1.082 4.268
H -5.337 -1.590 -2.252
H -4.887 -3.237 -1.794
H -3.604 -2.117 -2.342
H -6.068 -2.834 0.165
H -6.036 -1.026 0.146
H -4.340 -2.843 1.867
H -5.877 -2.196 2.486
H -3.588 -0.521 1.889
H -3.764 -1.953 4.117
H -5.130 -0.816 4.381
H -3.302 0.261 5.401
H -3.760 1.125 3.962
H -0.098 0.695 4.252
H -1.355 1.415 5.268
H -1.176 1.914 3.567
C 0.381 1.423 -4.774
O 1.623 1.914 -4.296
C 1.988 1.235 -3.129
C 3.141 1.858 -2.397
N 2.897 3.214 -1.886
C 3.967 3.711 -1.019
C 3.551 5.108 -0.464
O 4.449 5.505 0.567
C 4.093 6.599 1.380
H 0.429 0.411 -5.056
H 0.167 2.098 -5.672
H -0.409 1.595 -4.037
H 2.236 0.179 -3.360
H 1.125 1.271 -2.425
H 4.075 1.807 -3.053
H 3.307 1.286 -1.443
H 2.765 3.852 -2.669
H 4.882 3.946 -1.595
H 4.153 3.037 -0.148
H 2.577 5.024 -0.062
H 3.646 5.826 -1.288
H 4.484 7.593 0.980
H 4.453 6.408 2.382
H 2.980 6.619 1.438
C 0.430 -1.236 -1.123
O 0.020 -1.986 -0.022
C -1.033 -2.773 -0.405
C -1.586 -3.599 0.778
N -2.722 -4.449 0.291
C -3.237 -5.286 1.337
C -4.346 -6.110 0.784
O -5.435 -5.293 0.309
C -6.442 -6.173 -0.205
H -0.312 -0.565 -1.517
H 0.807 -1.855 -1.952
H 1.277 -0.596 -0.853
H -0.757 -3.568 -1.189
H -1.821 -2.081 -0.719
H -1.890 -2.938 1.660
H -0.693 -4.129 1.071
H -3.365 -3.703 0.007
H -3.565 -4.717 2.166
H -2.410 -5.899 1.637
H -4.728 -6.750 1.544
H -4.079 -6.697 -0.063
H -6.078 -6.842 -0.996
H -7.150 -5.451 -0.587
H -6.811 -6.788 0.651
C 6.229 -1.708 -3.434
C 5.868 -0.618 -2.376
O 5.758 -1.082 -0.943
H 6.243 -1.319 -4.491
H 5.480 -2.565 -3.362
H 7.203 -2.134 -3.254
H 4.952 -0.131 -2.579
H 6.561 0.268 -2.523
H 6.576 -1.506 -0.686
C 5.946 1.316 2.978
C 6.145 2.462 2.039
O 5.105 3.379 2.279
H 6.106 1.614 3.983
H 6.628 0.489 2.695
H 4.897 1.044 2.962
H 6.114 2.010 1.037
H 7.108 2.981 2.144
H 5.098 4.061 1.617
C 2.261 -0.973 2.626
C 3.166 -1.104 1.432
O 3.341 0.140 0.728
H 2.318 -1.768 3.385
H 1.212 -0.905 2.340
H 2.586 -0.111 3.222
H 2.619 -1.857 0.802
H 4.168 -1.477 1.767
H 3.995 -0.080 0.067

---

2.
DFT (the ωB97M-V functional and the def2-TZVPD basis) results for a 7-piece molecular cluster, C30H78N4O12 overall.

Output
net charge = 0
E_HOMO = -8.62 eV
spin multiplicity = 1
SMILES string = COCCNCCOC.COCCNCCOC.COCCNCCOC.COCCNCCOC.OCCO.CCO.CCO
orbital gap = 0.3343 Eh
relative energy (zero: lowest compared OMol25 entry of this formula, charge and spin) = 185.9 kJ/mol
max |F| = 0.280 hartree/bohr

Geometry (Å):
C 2.712 -6.569 -0.194
O 2.206 -5.950 -1.348
C 1.661 -4.621 -1.215
C 2.746 -3.633 -0.746
N 2.171 -2.303 -0.757
C 2.960 -1.392 0.054
C 2.464 0.045 -0.065
O 3.022 0.916 0.537
C 4.028 1.614 -0.146
H 2.046 -6.741 0.603
H 3.521 -5.975 0.172
H 3.137 -7.493 -0.423
H 0.864 -4.595 -0.470
H 1.215 -4.258 -2.118
H 3.610 -3.770 -1.383
H 3.073 -3.967 0.224
H 1.168 -2.203 -0.459
H 4.015 -1.371 -0.270
H 3.038 -1.666 1.103
H 1.422 0.133 0.306
H 2.412 0.242 -1.115
H 4.618 0.984 -0.797
H 4.799 2.101 0.480
H 3.627 2.438 -0.800
C 2.620 5.816 -0.580
O 2.942 5.340 0.726
C 2.179 4.298 1.240
C 2.845 3.689 2.400
N 2.141 2.469 2.773
C 2.847 1.717 3.752
C 2.450 0.249 3.695
O 3.072 -0.594 4.335
C 2.623 -1.966 4.079
H 1.562 5.980 -0.783
H 3.058 5.078 -1.180
H 3.226 6.696 -0.772
H 2.024 3.640 0.493
H 1.139 4.574 1.495
H 2.879 4.432 3.172
H 3.870 3.463 2.080
H 2.273 1.981 1.863
H 2.619 2.108 4.745
H 3.937 1.851 3.513
H 2.510 -0.030 2.661
H 1.375 0.148 3.922
H 1.705 -2.077 4.594
H 3.387 -2.654 4.521
H 2.542 -2.274 3.039
C -0.841 -1.988 -3.723
O -1.631 -1.345 -2.731
C -2.974 -1.306 -3.078
C -3.745 -0.814 -1.847
N -5.112 -0.953 -2.008
C -5.953 -0.232 -1.097
C -7.388 -0.649 -1.253
O -8.330 -0.335 -0.519
C -9.603 -0.755 -0.980
H 0.166 -2.143 -3.272
H -0.851 -1.508 -4.704
H -1.208 -3.000 -3.926
H -3.322 -2.316 -3.393
H -2.988 -0.540 -3.846
H -3.485 0.260 -1.637
H -3.521 -1.388 -0.910
H -5.350 -1.949 -1.992
H -5.899 0.857 -1.241
H -5.609 -0.471 -0.033
H -7.399 -1.742 -1.235
H -7.611 -0.350 -2.277
H -10.295 -0.394 -0.270
H -9.700 -1.891 -0.946
H -9.793 -0.340 -1.957
C 1.165 -4.948 3.491
O 0.250 -3.877 3.443
C 0.160 -3.417 2.102
C -0.618 -2.133 2.170
N -0.753 -1.436 0.883
C -1.712 -0.316 0.944
C -1.151 0.836 1.731
O -1.812 1.862 1.693
C -1.436 2.897 2.594
H 0.966 -5.738 2.750
H 1.267 -5.396 4.421
H 2.174 -4.599 3.255
H -0.325 -4.105 1.424
H 1.155 -3.287 1.616
H -0.096 -1.546 2.930
H -1.633 -2.416 2.517
H -1.178 -2.063 0.163
H -2.729 -0.649 1.048
H -1.720 0.149 -0.059
H -0.168 0.980 1.279
H -0.957 0.480 2.747
H -0.475 3.459 2.515
H -1.440 2.600 3.653
H -2.255 3.644 2.600
C -4.188 2.736 -0.361
C -3.780 4.084 0.132
O -2.396 4.063 -0.018
H -3.714 2.444 -1.305
H -5.276 2.702 -0.447
H -3.940 1.908 0.422
H -4.124 4.222 1.172
H -4.250 4.935 -0.440
H -2.048 3.409 0.586
C 3.982 0.903 -3.735
C 5.244 0.220 -3.473
O 6.221 1.018 -2.856
H 3.571 1.576 -2.902
H 3.156 0.307 -3.964
H 4.097 1.445 -4.650
H 5.671 -0.354 -4.294
H 4.982 -0.578 -2.811
H 6.988 0.513 -2.489
C -0.578 1.914 -2.230
C 0.309 2.802 -1.507
O -0.248 4.082 -1.588
O 0.013 0.666 -2.151
H -0.631 2.175 -3.227
H -1.632 1.968 -1.830
H 1.356 2.618 -1.834
H 0.248 2.461 -0.500
H -1.035 4.165 -1.086
H -0.534 0.022 -2.653

---

3.
DFT (the ωB97M-V functional and the def2-TZVPD basis) results for a 12-piece molecular cluster, C30H78N6O12S6 overall.

Output
net charge = 0
E_HOMO = -8.67 eV
spin multiplicity = 1
orbital gap = 0.3080 Eh
relative energy (zero: lowest compared OMol25 entry of this formula, charge and spin) = 15.5 kJ/mol
max |F| = 0.037 hartree/bohr

Geometry (Å):
C -1.346 9.880 -22.279
C -1.857 8.963 -23.374
O -2.592 9.391 -24.245
N -1.397 7.679 -23.347
C -1.819 6.709 -24.327
H -0.412 9.510 -21.867
H -2.050 9.902 -21.445
H -1.218 10.871 -22.702
H -1.022 7.376 -22.446
H -2.577 6.021 -23.953
H -0.937 6.115 -24.588
H -2.147 7.226 -25.222
C 1.099 9.613 -19.202
C 2.094 9.163 -18.164
O 2.773 8.155 -18.397
N 2.193 9.896 -17.048
C 2.888 9.413 -15.883
H 1.547 9.638 -20.188
H 0.546 10.521 -18.950
H 0.292 8.869 -19.215
H 1.786 10.827 -17.064
H 3.365 10.204 -15.307
H 3.582 8.636 -16.178
H 2.152 9.006 -15.176
C 4.948 7.119 -25.523
C 4.778 7.704 -24.129
O 5.643 8.426 -23.641
N 3.555 7.564 -23.561
C 3.115 8.376 -22.463
H 4.032 7.187 -26.106
H 5.448 6.151 -25.465
H 5.681 7.727 -26.053
H 2.829 7.126 -24.105
H 2.633 9.308 -22.777
H 4.003 8.750 -21.951
H 2.440 7.850 -21.791
C 4.991 12.086 -16.856
C 5.475 13.507 -16.934
O 5.274 14.171 -17.936
N 6.163 13.958 -15.858
C 6.959 15.143 -15.823
H 4.997 11.592 -15.888
H 5.724 11.557 -17.482
H 4.061 11.968 -17.403
H 6.240 13.337 -15.068
H 6.921 15.633 -16.793
H 8.001 14.921 -15.571
H 6.637 15.866 -15.067
C 1.033 14.212 -10.085
C 1.523 14.270 -11.508
O 1.510 15.320 -12.149
N 1.952 13.097 -12.022
C 2.439 12.950 -13.368
H 0.314 13.408 -9.900
H 0.568 15.146 -9.787
H 1.853 13.987 -9.396
H 2.033 12.248 -11.481
H 1.612 12.778 -14.064
H 3.176 12.153 -13.396
H 2.888 13.875 -13.732
C -1.425 3.491 -16.077
C -1.637 4.869 -16.687
O -2.507 5.054 -17.526
N -0.848 5.855 -16.197
C -1.084 7.274 -16.476
H -2.335 3.155 -15.588
H -0.620 3.491 -15.340
H -1.173 2.817 -16.895
H -0.112 5.630 -15.546
H -0.460 7.630 -17.287
H -0.843 7.829 -15.568
H -2.153 7.392 -16.637
C 7.281 8.391 -12.996
S 6.117 9.164 -14.116
O 6.286 10.624 -13.979
C 6.790 8.557 -15.655
H 6.892 8.513 -11.992
H 8.273 8.822 -13.155
H 7.428 7.340 -13.257
H 6.869 7.469 -15.673
H 7.804 8.967 -15.740
H 6.313 8.866 -16.589
C -1.614 11.687 -16.204
S -0.351 12.990 -16.160
O 0.837 12.431 -16.865
C -1.121 14.063 -17.374
H -2.546 12.085 -16.596
H -1.769 11.271 -15.212
H -1.207 10.924 -16.866
H -1.520 13.528 -18.232
H -0.335 14.740 -17.703
H -1.887 14.633 -16.845
C 3.914 5.493 -15.917
S 2.929 5.289 -14.433
O 1.663 6.068 -14.536
C 2.456 3.586 -14.633
H 3.522 4.868 -16.719
H 4.937 5.181 -15.693
H 3.953 6.547 -16.184
H 3.342 2.938 -14.638
H 2.126 3.425 -15.668
H 1.719 3.263 -13.910
C 3.645 8.796 -9.568
S 2.472 8.932 -10.916
O 2.657 10.337 -11.401
C 3.380 7.920 -12.093
H 4.641 9.036 -9.949
H 3.681 7.759 -9.227
H 3.364 9.504 -8.797
H 2.819 7.645 -12.977
H 3.763 7.089 -11.494
H 4.264 8.523 -12.321
C 5.859 7.871 -20.149
S 6.366 9.599 -20.132
O 6.754 9.896 -18.719
C 7.941 9.241 -20.901
H 6.084 7.337 -21.069
H 4.782 7.779 -19.980
H 6.320 7.397 -19.280
H 8.480 10.173 -21.068
H 7.718 8.784 -21.870
H 8.580 8.563 -20.337
C 1.666 5.608 -19.817
S 0.264 5.033 -20.822
O -0.649 6.202 -21.017
C 1.150 4.825 -22.383
H 2.298 6.188 -20.473
H 2.069 4.715 -19.334
H 1.238 6.168 -18.996
H 1.360 3.778 -22.595
H 2.098 5.365 -22.445
H 0.460 5.239 -23.118

---

4.
DFT (the ωB97M-V functional and the def2-TZVPD basis) results for a 9-piece molecular cluster, C30H78O6 overall.

Output
net charge = 0
E_HOMO = -9.08 eV
spin multiplicity = 1
SMILES string = CCCCCC.CCCCCC.CCCCCC.CCO.CCO.CCO.CCO.CCO.CCO
orbital gap = 0.3497 Eh
relative energy (zero: lowest compared OMol25 entry of this formula, charge and spin) = 241.5 kJ/mol
max |F| = 0.213 hartree/bohr

Geometry (Å):
C 106.860 -94.581 54.201
C 105.910 -93.631 53.530
C 106.552 -92.371 52.902
C 105.537 -91.374 52.284
C 106.093 -90.397 51.300
C 105.145 -89.299 50.850
H 107.552 -94.960 53.503
H 106.504 -95.426 54.523
H 107.371 -94.038 55.048
H 105.118 -93.372 54.181
H 105.499 -94.431 52.942
H 107.174 -92.703 52.124
H 107.123 -91.959 53.720
H 105.157 -90.727 53.068
H 104.509 -92.038 52.073
H 106.274 -90.915 50.431
H 106.985 -90.039 51.618
H 105.469 -88.442 50.077
H 104.882 -88.853 51.762
H 104.296 -89.616 50.372
C 97.174 -84.260 52.892
C 98.590 -84.584 52.314
C 98.774 -85.948 51.723
C 100.003 -86.098 50.845
C 100.147 -87.553 50.239
C 101.455 -87.762 49.429
H 96.898 -84.798 53.806
H 96.460 -84.417 52.204
H 97.109 -83.140 53.208
H 99.414 -84.371 53.021
H 98.776 -84.059 51.461
H 97.776 -86.006 51.180
H 98.816 -86.784 52.532
H 100.865 -85.991 51.388
H 100.108 -85.140 50.204
H 99.191 -87.637 49.690
H 100.027 -88.294 50.827
H 102.344 -87.689 50.062
H 101.891 -86.928 48.920
H 101.460 -88.753 48.792
C 101.881 -98.666 54.682
C 103.285 -99.114 54.017
C 104.037 -97.999 53.372
C 105.044 -98.511 52.267
C 105.788 -97.433 51.457
C 106.756 -98.096 50.435
H 101.434 -98.137 53.785
H 102.308 -97.877 55.355
H 101.233 -99.410 55.092
H 102.971 -99.751 53.164
H 103.716 -99.507 54.812
H 104.488 -97.238 54.160
H 103.328 -97.213 52.832
H 104.438 -99.076 51.731
H 105.846 -99.066 52.833
H 106.352 -96.780 52.098
H 105.017 -96.825 50.926
H 106.085 -98.408 49.696
H 107.285 -98.804 50.818
H 107.531 -97.255 49.960
C 108.939 -93.230 57.482
C 109.551 -94.444 56.629
O 108.716 -95.620 57.024
H 108.115 -92.806 57.139
H 109.555 -92.470 57.111
H 108.790 -93.481 58.628
H 110.651 -94.581 56.770
H 109.754 -94.485 55.485
H 108.951 -96.193 56.348
C 104.457 -96.652 57.609
C 104.901 -95.292 57.264
O 105.915 -94.669 58.088
H 105.257 -97.276 57.361
H 103.884 -96.912 56.853
H 104.289 -96.765 58.623
H 103.899 -94.648 57.478
H 105.109 -95.005 56.414
H 106.774 -95.077 57.794
C 104.520 -91.284 56.833
C 103.317 -90.595 56.402
O 102.441 -91.526 55.832
H 105.157 -91.573 55.997
H 104.597 -92.106 57.630
H 105.175 -90.603 57.581
H 103.300 -89.793 55.729
H 102.756 -90.207 57.285
H 101.699 -91.048 55.277
C 102.078 -90.276 52.922
C 100.850 -89.601 53.355
O 100.565 -89.863 54.757
H 102.986 -90.197 53.556
H 102.420 -89.953 51.881
H 101.806 -91.183 53.037
H 100.103 -89.867 52.902
H 100.951 -88.487 53.147
H 99.797 -89.257 55.064
C 102.512 -94.909 51.151
C 102.229 -94.610 52.582
O 101.419 -95.568 53.247
H 101.795 -94.852 50.566
H 102.748 -95.801 51.153
H 103.302 -94.366 50.614
H 101.497 -93.724 52.509
H 102.955 -94.423 53.306
H 101.358 -95.328 54.293
C 107.433 -98.898 55.105
C 108.867 -98.880 54.613
O 109.562 -97.776 55.167
H 106.926 -98.014 54.833
H 107.378 -99.015 56.072
H 106.837 -99.591 54.594
H 108.955 -98.781 53.612
H 109.417 -99.804 54.473
H 110.286 -97.565 54.738

---

Q: Which of these has the highest max |F|?
A: C30H78N4O12

---

Q: orbital gap of number 2 (C30H78N4O12)?
A: 0.3343 Eh